No. 1
{"formula": "C32H44Cl2IrNP", "method": "the ωB97M-V functional and the def2-TZVPD basis", "symbols": ["P", "C", "C", "C", "C", "C", "C", "C", "C", "C", "C", "C", "C", "C", "C", "C", "C", "C", "C", "H", "H", "H", "H", "H", "H", "H", "H", "H", "H", "H", "H", "H", "H", "H", "H", "H", "H", "H", "H", "H", "H", "H", "H", "H", "H", "H", "H", "H", "H", "H", "H", "H", "Ir", "Cl", "Cl", "C", "H", "C", "C", "C", "C", "C", "C", "H", "H", "H", "H", "H", "N", "C", "C", "C", "C", "C", "C", "C", "H", "H", "H", "H", "H"], "xyz": [[0.146772, -0.850005, -0.942741], [1.640624, -0.240406, -2.005694], [1.957879, -0.797978, -3.410494], [3.350031, -0.342298, -3.859892], [3.537918, 1.176711, -3.723257], [3.218392, 1.671761, -2.312516], [1.793354, 1.278515, -1.916031], [-1.264725, -0.004706, -1.851603], [-1.142047, 0.150171, -3.361833], [-2.473887, 0.652861, -3.918212], [-2.845980, 1.978938, -3.245715], [-2.857231, 1.900065, -1.710354], [-1.551979, 1.328891, -1.173843], [-0.012701, -2.538461, -1.757263], [1.149406, -3.459006, -1.398624], [1.062122, -4.720152, -2.253329], [-0.276647, -5.452339, -2.050384], [-1.475388, -4.500307, -2.192547], [-1.298659, -3.240628, -1.350544], [2.409894, -0.668560, -1.340319], [1.210405, -0.479658, -4.152079], [1.964695, -1.896514, -3.414772], [3.531403, -0.655052, -4.896494], [4.111599, -0.857081, -3.251278], [4.566372, 1.445411, -3.978251], [2.898640, 1.694800, -4.452985], [3.919422, 1.228266, -1.590312], [3.339858, 2.757667, -2.244898], [1.595736, 1.620581, -0.891342], [1.080602, 1.785507, -2.581686], [-2.109508, -0.673203, -1.642636], [-3.255029, -0.101285, -3.737442], [-0.890381, -0.792343, -3.863080], [-0.352857, 0.877817, -3.605890], [-2.404296, 0.782174, -5.006092], [-3.825763, 2.313165, -3.596992], [-2.131633, 2.752627, -3.563621], [-3.038673, 2.888714, -1.275460], [-3.681771, 1.248694, -1.385257], [-1.614553, 1.173831, -0.091223], [-0.720637, 2.030070, -1.348385], [-0.031833, -2.309978, -2.850240], [2.124827, -2.979637, -1.502898], [1.041225, -3.700391, -0.334261], [1.158529, -4.463023, -3.321274], [1.889185, -5.394943, -2.014541], [-0.295643, -5.969321, -1.075191], [-0.364038, -6.263187, -2.783573], [-2.391532, -5.013006, -1.890233], [-1.594231, -4.239320, -3.257214], [-2.179665, -2.603535, -1.441602], [-1.198236, -3.487758, -0.286788], [0.151410, -0.002887, 1.901972], [-1.802272, -1.185534, 1.526633], [2.218165, -0.777790, 1.082687], [-1.091285, 1.399088, 2.458811], [-1.987472, 1.105553, 3.079288], [-0.771014, 2.816673, 2.281855], [-1.397346, 3.856395, 3.049987], [-1.280683, 5.180428, 2.655825], [-0.548524, 5.536049, 1.516317], [0.105852, 4.543171, 0.781537], [0.051925, 3.208742, 1.186118], [-1.957002, 3.571041, 3.940601], [-1.766301, 5.977887, 3.220474], [0.692370, 4.809003, -0.102861], [0.616975, 2.416412, 0.663695], [-0.474206, 6.579005, 1.198832], [0.180089, -0.060104, 3.774070], [0.094089, -0.164426, 4.939478], [0.097825, -0.365092, 6.343090], [-1.082607, -0.282393, 7.112571], [-1.034537, -0.295747, 8.507545], [0.161501, -0.607932, 9.178338], [1.349098, -0.575570, 8.435831], [1.306367, -0.571643, 7.031152], [-2.020447, -0.137147, 6.579567], [-1.931182, -0.024035, 9.065216], [0.144952, -0.836315, 10.264405], [2.311735, -0.499098, 8.953800], [2.243132, -0.656877, 6.476360]], "atomic_forces_ev_per_a": [[-0.055, 1.162, -2.426], [-0.087, -0.781, 1.099], [-0.213, 0.047, -0.029], [0.164, 0.207, 0.108], [0.154, -0.074, -0.058], [-0.126, -0.014, -0.003], [0.315, -0.046, -0.016], [0.462, -0.526, 0.571], [-0.288, -0.061, -0.226], [0.034, 0.230, 0.059], [-0.224, 0.174, 0.002], [-0.024, 0.039, -0.145], [-0.104, 0.046, -0.049], [-0.034, 0.795, 0.312], [-0.068, -0.010, -0.157], [-0.118, -0.361, 0.071], [0.016, -0.185, -0.076], [0.082, -0.349, 0.102], [-0.023, -0.177, -0.099], [0.127, 0.320, -0.349], [0.262, -0.045, 0.170], [-0.157, 0.254, 0.064], [-0.058, 0.061, 0.106], [-0.175, 0.153, -0.033], [0.029, -0.021, -0.059], [-0.026, -0.080, 0.125], [-0.103, 0.036, -0.129], [0.036, -0.035, -0.070], [-0.010, -0.141, -0.224], [0.140, -0.046, 0.150], [-0.113, 0.210, -0.024], [0.120, 0.137, 0.034], [0.029, 0.127, 0.167], [-0.256, -0.219, 0.028], [-0.054, 0.034, 0.115], [-0.027, 0.024, -0.036], [-0.004, -0.127, 0.065], [-0.051, -0.046, -0.093], [0.100, 0.083, -0.049], [-0.052, 0.112, -0.152], [-0.269, -0.120, -0.009], [0.052, -0.330, 0.696], [-0.035, 0.031, -0.074], [0.137, -0.095, -0.076], [0.027, 0.071, 0.231], [-0.008, -0.013, -0.051], [0.024, 0.425, -0.107], [0.015, 0.090, -0.017], [-0.027, -0.066, -0.062], [0.032, 0.081, 0.238], [0.058, -0.029, -0.016], [-0.231, -0.080, -0.101], [0.522, -0.546, -2.439], [-1.416, -1.438, -0.234], [1.101, -0.215, 0.943], [-1.206, 2.743, 0.189], [1.188, 0.522, -0.649], [-0.653, -0.708, -0.020], [0.261, -0.449, -0.533], [0.039, 0.119, 0.024], [0.005, -0.116, -0.196], [0.365, -0.382, 0.218], [0.012, 0.150, 0.165], [0.023, 0.133, -0.247], [0.085, -0.285, -0.003], [-0.157, -0.054, 0.299], [-0.495, 0.637, 0.182], [-0.097, -0.322, 0.148], [0.847, -0.863, 2.728], [0.276, -0.296, 1.487], [-0.249, -0.109, -2.299], [-1.016, 0.672, 1.253], [-0.346, -0.422, -1.301], [-0.151, 0.514, 1.131], [0.150, -0.401, -1.283], [1.750, 0.323, 1.709], [0.063, 0.193, 0.276], [0.045, -0.521, -0.092], [0.170, 0.561, -0.793], [-0.256, -0.568, -0.290], [-0.252, 0.251, 0.128]], "s2": 6.06, "spin_multiplicity": 5, "total_charge": -1, "e_above_lowest_kj_mol": 94.79, "molar_mass_g_mol": 736.81}


No. 2
{"formula": "C32H44N3", "method": "the ωB97M-V functional and the def2-TZVPD basis", "symbols": ["C", "C", "N", "C", "C", "C", "C", "C", "C", "C", "C", "C", "C", "C", "C", "C", "N", "C", "C", "C", "C", "C", "C", "C", "C", "C", "C", "H", "H", "H", "H", "H", "H", "H", "H", "H", "H", "H", "H", "H", "H", "H", "H", "H", "H", "H", "H", "H", "H", "H", "H", "H", "H", "H", "H", "H", "C", "C", "C", "C", "C", "C", "C", "N", "H", "H", "H", "H", "H", "H", "H", "H", "H", "H", "H", "H", "H", "H", "H"], "xyz": [[-6.296382, 1.490070, 3.120261], [-6.330613, 0.139969, 3.832540], [-5.097297, -0.599512, 3.670242], [-5.181508, -2.029536, 3.911797], [-3.983919, -2.772999, 3.326549], [-2.680715, -2.180897, 3.844566], [-2.677518, -0.690548, 3.753782], [-3.895527, 0.040428, 3.647362], [-3.810632, 1.462934, 3.507727], [-2.578907, 2.084842, 3.422003], [-1.349545, 1.358029, 3.439430], [-0.119036, 1.997999, 3.137178], [1.145287, 1.354477, 3.150000], [2.358996, 2.088235, 3.347710], [3.587734, 1.462616, 3.496745], [3.678181, 0.036220, 3.445656], [4.879961, -0.600730, 3.499192], [6.110728, 0.144567, 3.344966], [6.054323, 1.492416, 4.056204], [4.819678, 2.295561, 3.646730], [4.968312, -2.032127, 3.264839], [3.766428, -2.767556, 3.847087], [2.468409, -2.196105, 3.293350], [2.480410, -0.705700, 3.249411], [1.304947, -0.047366, 2.952988], [-1.474852, -0.011722, 3.821646], [-5.054857, 2.290522, 3.495608], [-6.307559, 1.331073, 2.034451], [-7.194295, 2.059251, 3.379890], [-6.531371, 0.307543, 4.907353], [-7.151287, -0.480769, 3.446324], [-5.235451, -2.221974, 4.999393], [-6.121298, -2.393947, 3.473203], [-4.051496, -3.836489, 3.576921], [-4.004834, -2.686524, 2.232492], [-2.503815, -2.493584, 4.887033], [-1.846370, -2.578674, 3.253240], [-2.538972, 3.175159, 3.346865], [-0.140440, 3.081716, 3.007493], [2.297360, 3.175145, 3.469464], [6.932005, -0.467241, 3.741688], [6.324807, 0.312034, 2.271925], [6.034830, 1.335842, 5.142643], [6.957786, 2.066927, 3.823666], [5.016888, 2.814029, 2.692285], [4.632549, 3.082964, 4.388934], [5.027681, -2.231362, 2.178568], [5.904762, -2.393312, 3.710744], [3.841319, -3.835988, 3.621442], [3.767694, -2.658845, 4.938685], [2.281392, -2.577322, 2.277408], [1.630024, -2.545138, 3.912885], [0.453604, -0.653451, 2.631800], [-0.607251, -0.560350, 4.194428], [-4.915421, 3.109059, 2.782006], [-5.206203, 2.758471, 4.483499], [2.563354, 4.975081, -0.995318], [2.008145, 3.681151, -0.394402], [3.132726, 2.708245, -0.045171], [0.994430, 2.975885, -1.311739], [-0.112848, 3.849565, -1.926126], [-1.250148, 2.858107, -2.210797], [-0.961886, 1.626080, -1.334178], [0.277581, 1.926099, -0.609197], [3.141018, 4.777972, -1.911525], [1.764210, 5.688743, -1.232701], [3.237586, 5.460976, -0.275875], [1.476403, 3.948743, 0.537369], [3.700724, 2.422981, -0.945099], [3.828595, 3.161603, 0.674757], [2.727971, 1.801346, 0.421138], [1.580490, 2.518540, -2.144326], [-0.445853, 4.588939, -1.186834], [0.241212, 4.384101, -2.813554], [-2.226747, 3.289194, -1.972112], [-1.233660, 2.549462, -3.259643], [-1.808323, 1.431042, -0.655175], [-0.824471, 0.720683, -1.953353], [0.849689, 1.097873, -0.476651]], "atomic_forces_ev_per_a": [[0.005, -0.141, -0.276], [-0.541, 0.504, 0.250], [0.786, 0.368, -0.118], [0.103, -0.514, 0.258], [-0.172, 0.101, -0.165], [0.134, -0.622, 0.509], [0.628, 0.628, 0.280], [-0.057, -0.042, -0.557], [0.685, 0.289, 0.309], [-0.302, -0.388, -0.365], [0.113, 0.373, 0.417], [-0.227, -0.678, 0.960], [0.485, 0.034, -0.845], [-0.126, -0.441, 0.363], [-0.777, 0.108, -0.267], [-0.074, 0.166, -0.183], [-0.484, 0.196, 0.286], [0.481, 0.446, -0.210], [-0.068, 0.000, 0.273], [0.459, 0.493, -0.109], [-0.089, -0.395, -0.223], [0.122, 0.031, 0.160], [-0.021, -0.721, -0.434], [-0.496, 0.546, -0.303], [0.112, -0.033, 0.763], [-0.409, -0.309, -0.316], [-0.397, 0.462, 0.202], [-0.034, -0.050, 0.172], [0.095, -0.156, -0.088], [0.070, -0.132, -0.225], [0.240, 0.189, 0.079], [-0.036, 0.071, -0.237], [0.281, 0.129, 0.087], [-0.025, 0.187, -0.056], [-0.071, -0.028, 0.158], [-0.098, 0.013, -0.223], [-0.124, 0.063, 0.166], [-0.067, -0.318, -0.242], [0.008, -0.201, -0.001], [0.090, -0.335, -0.140], [-0.224, 0.165, -0.069], [-0.098, -0.115, 0.219], [0.045, -0.078, -0.196], [-0.129, -0.175, 0.088], [-0.055, -0.176, 0.248], [0.078, -0.114, -0.182], [0.025, 0.066, 0.212], [-0.259, 0.114, -0.079], [0.030, 0.174, 0.062], [0.095, -0.016, -0.143], [0.090, -0.040, 0.201], [0.145, 0.119, -0.166], [0.442, 0.279, 0.014], [-0.347, 0.142, -0.362], [-0.111, -0.034, 0.151], [0.089, -0.168, -0.230], [0.102, 0.002, -0.035], [-0.248, 0.112, -0.009], [0.101, 0.010, 0.167], [0.617, 0.103, -0.617], [0.175, -0.121, 0.499], [0.063, -0.088, -0.222], [-0.047, -0.475, -0.075], [-0.411, -0.065, 0.632], [-0.176, 0.047, 0.194], [0.191, -0.170, 0.021], [-0.120, -0.104, -0.202], [0.023, -0.146, -0.250], [-0.149, 0.088, 0.241], [-0.078, -0.103, -0.197], [0.139, 0.090, -0.068], [-0.136, 0.337, 0.092], [0.120, -0.038, -0.089], [-0.143, -0.103, 0.183], [0.144, -0.075, -0.229], [-0.178, 0.193, 0.087], [0.393, -0.010, -0.022], [-0.224, 0.284, 0.074], [-0.179, 0.200, -0.056]], "spin_multiplicity": 1, "total_charge": 1, "e_above_lowest_kj_mol": 0.00, "molar_mass_g_mol": 470.72}


Computed values of max |F| (unit: eV Å⁻¹) for the preceding records, in sequence: 3.0, 1.2.